The following is a DFT calculation (ωB97M-V with the def2-TZVPD basis set) of C22H37Cl5O4PdSe2Si as an isolated structure.

The total energy comes out at -236270.581 eV. Its net charge is 0. The energy above the lowest of the compared OMol25 structures with the same formula, charge and spin is 14.4 kcal/mol. The spin multiplicity is 3. The calculation puts the HOMO-LUMO gap (spin up / spin down) at 7.0 / 7.1 eV.

Element x y z (Å)
Pd: -0.74055 1.31028 1.67090
Se: 1.08351 -0.55390 0.74094
Se: -2.36970 0.57208 3.58366
Cl: -1.91552 -1.66350 1.42401
Cl: -0.83526 -4.25993 5.84189
Cl: 1.26608 -2.47666 7.08222
Cl: 0.99438 1.77447 4.11715
Cl: 2.72602 -0.31655 5.53937
Si: -0.95060 3.58468 0.04415
O: -0.07933 2.24936 -0.04829
O: -2.50430 3.24483 0.52671
O: -1.06118 4.42918 -1.35961
O: -0.33744 4.51366 1.26048
C: -4.54621 2.06086 0.69827
C: 0.18733 3.39690 -3.14042
C: 2.77320 0.05615 1.47423
C: -0.65460 -1.63051 2.74632
C: -1.69977 4.98277 3.16993
C: -0.01190 4.66053 -2.31268
C: -1.07711 -2.73041 3.70496
C: -4.25320 3.88198 -0.99212
C: -2.06870 1.61340 5.19467
C: 0.67242 -1.93622 2.05491
C: -0.65123 -0.24708 3.37069
C: 1.27622 5.04037 -1.59006
C: -0.49231 5.80934 -3.18674
C: 0.25399 6.40705 2.52980
C: -0.91637 5.58344 2.00689
C: -0.30433 -2.84832 4.98442
C: 1.13088 -0.75026 5.01920
C: 0.44484 0.10785 4.22875
C: 0.62341 -2.04712 5.52341
C: -3.57849 2.71895 -0.27376
C: -1.81722 6.44587 1.12891
C: -3.06015 1.69072 -1.27362
H: -4.07834 1.19605 1.17221
H: -1.43462 5.54453 -3.66814
H: -1.58896 2.55630 4.95940
H: 1.11403 5.91787 -0.96225
H: -0.65348 6.70260 -2.58165
H: 2.66958 0.30093 2.52693
H: 0.91830 5.77719 3.12313
H: 3.02842 0.95427 0.91597
H: -1.25595 6.83407 0.27803
H: 0.59685 -2.89646 1.54801
H: -2.12569 -2.57360 3.97135
H: 2.06125 5.26570 -2.31421
H: -2.65954 5.86764 0.74833
H: 1.48678 -1.97893 2.77616
H: -2.51074 4.35667 2.79495
H: 0.46243 2.56232 -2.49487
H: -4.83803 2.76950 1.47538
H: -4.64117 4.59686 -0.26385
H: -2.11646 5.76795 3.80414
H: -3.53951 4.39441 -1.63615
H: -3.05646 1.78807 5.61551
H: -3.89643 1.25851 -1.82642
H: 3.53468 -0.70462 1.32474
H: -5.44309 1.72543 0.17486
H: -2.37279 2.14886 -1.98546
H: -0.73531 3.14406 -3.66644
H: -2.20577 7.28773 1.70532
H: -2.52659 0.88851 -0.75885
H: 0.24307 6.03798 -3.96000
H: 0.82524 6.81530 1.69501
H: 0.97453 3.55094 -3.88149
H: -1.02495 4.36862 3.77153
H: -1.46406 1.03195 5.88676
H: 1.61752 4.22215 -0.95282
H: -0.09715 7.23316 3.15083
H: -1.03509 -3.69326 3.18970
H: -5.08604 3.52049 -1.59828